# 1
A 2-piece molecular cluster, H2 overall in a non-equilibrium geometry. Source: the OMol25 dataset; level of theory: ωB97M-V/def2-TZVPD.

Atoms and positions in Å:
H1 0.00 0.38 0.42
H2 0.00 -0.38 -0.42

Calculated values
**Total energy**: -28.5382 eV
**Net charge**: -1
**<S²>**: 0.75
**2S+1**: 2
**Energy relative to the best compared isomer or geometry (same formula, charge and spin)**: 0.3090 eV
**HOMO-LUMO gap (alpha / beta)**: 8.4 / 12.2 eV
**Lowest unoccupied orbital energy (alpha / beta)**: 10.51 / 7.98 eV
**Highest occupied orbital energy (alpha / beta)**: 2.087 / -4.233 eV



# 2
A 2-piece molecular cluster, C5H12O2 overall. Source: the OMol25 dataset; level of theory: ωB97M-V/def2-TZVPD.

Atoms and positions in Å:
C1 2.39 0.76 -1.48
C2 1.69 -0.06 -0.41
O1 0.64 0.68 0.20
C3 -0.53 -0.55 1.32
C4 -2.01 -0.41 1.56
O2 -2.58 -0.78 0.36
C5 -1.83 -0.03 -0.58
H1 2.80 1.68 -1.04
H2 1.69 1.05 -2.26
H3 3.21 0.20 -1.94
H4 2.39 -0.35 0.38
H5 1.27 -0.99 -0.85
H6 -0.27 -1.48 0.83
H7 0.13 -0.27 2.14
H8 -2.34 -1.07 2.38
H9 -2.27 0.63 1.85
H10 -0.27 0.48 -0.27
H11 -2.22 1.00 -0.65
H12 -1.87 -0.52 -1.55

Calculated values
**Total energy**: -9469.1347 eV
**Energy relative to the best compared isomer or geometry (same formula, charge and spin)**: 6.0010 eV
**HOMO-LUMO gap**: 7.8 eV
**Lowest unoccupied orbital energy**: 0.16 eV
**Highest occupied orbital energy**: -7.593 eV



# 3
A 2-piece molecular cluster, C3H9N3O3 overall in a non-equilibrium geometry. Source: the OMol25 dataset; level of theory: ωB97M-V/def2-TZVPD.

Atoms and positions in Å:
C1 -0.72 -2.33 -0.09
N1 -1.15 -0.98 -0.34
C2 -0.40 -0.07 -1.14
O1 -1.27 0.90 -1.55
O2 0.57 -0.37 -1.81
H1 -0.76 1.39 -2.22
H2 -2.11 -0.70 -0.16
H3 -0.70 -2.47 0.99
H4 -1.44 -3.03 -0.53
H5 0.27 -2.50 -0.50
C3 0.61 0.95 1.00
N2 0.35 2.27 0.68
N3 1.96 0.65 0.91
O3 -0.14 0.28 1.75
H6 -0.61 2.53 0.85
H7 2.15 -0.31 1.18
H8 1.05 2.93 0.98
H9 2.33 0.85 -0.01

Calculated values
**Total energy**: -13870.3102 eV
**Energy relative to the best compared isomer or geometry (same formula, charge and spin)**: 0.7442 eV
**HOMO-LUMO gap**: 9.6 eV
**Lowest unoccupied orbital energy**: 0.64 eV
**Highest occupied orbital energy**: -8.971 eV



# 4
C18H17Cl3IrN6OP as an isolated structure in a non-equilibrium geometry. Source: the OMol25 dataset; level of theory: ωB97M-V/def2-TZVPD.

Atoms and positions in Å:
Ir1 11.47 11.89 5.21
C1 16.84 13.06 6.08
N1 15.62 12.46 5.60
C2 15.56 11.44 4.60
C3 14.31 11.00 4.46
N2 13.48 11.75 5.29
C4 14.27 12.64 5.98
P1 13.40 13.85 6.99
C5 12.26 14.65 5.85
N3 11.49 13.86 5.04
C6 10.74 14.74 4.20
C7 11.05 16.00 4.54
N4 12.02 16.01 5.57
C8 12.54 17.26 6.11
C9 12.38 12.79 8.00
N5 11.59 11.90 7.32
C10 10.93 11.10 8.30
C11 11.25 11.57 9.52
N6 12.18 12.63 9.40
C12 12.85 13.37 10.48
H1 17.62 12.66 5.43
H2 17.14 12.73 7.10
H3 16.93 14.18 6.01
H4 16.47 11.12 4.09
H5 13.90 10.27 3.76
H6 10.11 14.40 3.39
H7 10.65 16.93 4.15
H8 12.48 17.99 5.28
H9 13.59 17.23 6.44
H10 11.91 17.63 6.95
H11 10.29 10.26 8.05
H12 10.91 11.24 10.50
H13 12.37 13.06 11.43
H14 12.72 14.48 10.40
H15 13.92 13.11 10.57
Cl1 6.34 7.53 5.38
C13 7.79 8.33 5.31
C14 7.89 9.71 5.11
C15 9.14 10.29 5.08
Cl2 9.20 12.05 4.97
C16 10.31 9.49 5.14
O1 11.54 9.98 5.13
C17 10.20 8.12 5.28
Cl3 11.61 7.17 5.13
C18 8.94 7.56 5.40
H16 6.96 10.26 4.99
H17 8.79 6.50 5.55

Calculated values
**Total energy**: -79591.5988 eV
**Net charge**: +3
**<S²>**: 8.78
**2S+1**: 6
**Energy relative to the best compared isomer or geometry (same formula, charge and spin)**: 0.2970 eV
**HOMO-LUMO gap (alpha / beta)**: 6.5 / 5.4 eV
**Lowest unoccupied orbital energy (alpha / beta)**: -8.89 / -12.69 eV
**Highest occupied orbital energy (alpha / beta)**: -15.362 / -18.059 eV



# 5
One molecule with the formula C3H4N2O2S in a non-equilibrium geometry. Source: the OMol25 dataset; level of theory: ωB97M-V/def2-TZVPD.

Atoms and positions in Å:
C1 -1.27 -1.06 -0.24
C2 0.64 1.19 -0.02
C3 1.48 0.19 -0.72
H1 -1.50 -2.12 -0.10
H2 -0.34 -1.13 1.58
H3 -0.95 1.48 1.19
H4 1.45 0.24 -1.81
N1 -0.74 -0.49 0.87
N2 -0.24 0.78 0.96
O1 -1.60 -0.47 -1.26
O2 0.69 2.34 -0.43
S1 2.39 -0.95 -0.03

Calculated values
**Total energy**: -21084.7772 eV
**Energy relative to the best compared isomer or geometry (same formula, charge and spin)**: 2.0546 eV
**HOMO-LUMO gap**: 8.1 eV
**Lowest unoccupied orbital energy**: -1.24 eV
**Highest occupied orbital energy**: -9.382 eV



# 6
A 6-piece molecular cluster, C12H24O12 overall in a non-equilibrium geometry. Source: the OMol25 dataset; level of theory: ωB97M-V/def2-TZVPD.

Atoms and positions in Å:
C1 -3.15 3.71 1.24
C2 -2.40 2.48 0.71
O1 -2.40 2.65 -0.69
C3 -2.79 3.99 -0.92
O2 -2.96 4.46 -2.00
O3 -2.98 4.68 0.23
H1 -2.81 4.12 2.16
H2 -4.21 3.56 1.28
H3 -2.94 1.50 0.98
H4 -1.38 2.37 1.11
C4 -2.78 -2.03 -1.21
C5 -3.97 -1.32 -0.56
O4 -3.51 -0.88 0.65
C6 -2.16 -1.16 0.84
O5 -1.50 -0.92 1.81
O6 -1.73 -1.82 -0.26
H5 -2.30 -1.68 -2.12
H6 -2.97 -3.13 -1.26
H7 -4.88 -1.97 -0.39
H8 -4.15 -0.41 -1.16
C7 0.53 -3.44 1.71
C8 1.38 -2.18 1.42
O7 2.62 -2.71 0.92
C9 2.45 -4.01 0.63
O8 3.26 -4.66 0.09
O9 1.19 -4.47 0.91
H9 -0.53 -3.23 1.46
H10 0.59 -3.80 2.76
H11 1.49 -1.60 2.32
H12 1.02 -1.55 0.65
C10 2.79 -1.86 -2.28
O10 3.80 -1.23 -1.54
H13 1.94 -2.24 -1.69
H14 2.40 -1.11 -3.01
H15 3.18 -2.78 -2.87
H16 4.07 -1.81 -0.80
C11 0.65 1.24 -1.14
O11 1.68 0.48 -0.55
H17 0.95 2.26 -1.47
H18 0.20 0.70 -1.99
H19 -0.15 1.33 -0.40
H20 2.40 0.23 -1.13
C12 3.44 3.34 1.08
O12 3.62 2.17 0.36
H21 3.02 3.19 2.08
H22 4.43 3.89 1.13
H23 2.73 3.99 0.59
H24 2.82 1.66 0.31

Calculated values
**Total energy**: -37401.4040 eV
**Energy relative to the best compared isomer or geometry (same formula, charge and spin)**: 1.9680 eV
**HOMO-LUMO gap**: 9.9 eV
**Lowest unoccupied orbital energy**: 0.18 eV
**Highest occupied orbital energy**: -9.734 eV



# 7
A 4-piece molecular cluster, CH10NO3 overall in a non-equilibrium geometry. Source: the OMol25 dataset; level of theory: ωB97M-V/def2-TZVPD.

Atoms and positions in Å:
C1 -0.76 1.16 1.32
N1 0.15 0.60 0.64
H1 -1.78 0.83 1.57
H2 -0.70 2.21 1.64
H3 1.08 1.12 0.52
H4 0.17 -0.41 0.38
H5 1.69 -1.34 -1.13
H6 0.42 -2.10 -1.75
O1 0.82 -1.71 -0.96
H7 -3.31 -2.08 -0.25
H8 -3.81 -1.69 1.01
O2 -2.95 -1.86 0.62
H9 2.80 1.75 -1.95
H10 3.53 1.85 -0.66
O3 2.64 1.67 -1.00

Calculated values
**Total energy**: -8824.6471 eV
**Net charge**: +1
**Energy relative to the best compared isomer or geometry (same formula, charge and spin)**: 0.5157 eV
**HOMO-LUMO gap**: 10.2 eV
**Lowest unoccupied orbital energy**: -4.72 eV
**Highest occupied orbital energy**: -14.888 eV



# 8
A 2-piece molecular cluster, C3H12N4 overall in a non-equilibrium geometry. Source: the OMol25 dataset; level of theory: ωB97M-V/def2-TZVPD.

Atoms and positions in Å:
C1 1.94 -0.77 -1.55
C2 1.23 -0.11 -0.36
N1 0.20 0.81 -0.86
N2 3.03 -1.62 -1.03
H1 1.15 -1.30 -2.16
H2 2.37 0.05 -2.21
H3 0.86 -0.88 0.32
H4 1.97 0.47 0.20
H5 -0.12 1.37 -0.05
H6 -0.58 0.29 -1.21
H7 2.61 -2.45 -0.59
H8 3.63 -1.96 -1.80
N3 -3.12 0.53 0.67
C3 -2.54 0.95 1.88
N4 -3.17 1.20 2.98
H9 -2.62 -0.31 0.33
H10 -2.92 1.20 -0.04
H11 -1.42 1.06 1.75
H12 -2.49 1.48 3.72

Calculated values
**Total energy**: -9264.8074 eV
**Energy relative to the best compared isomer or geometry (same formula, charge and spin)**: 1.4970 eV
**HOMO-LUMO gap**: 10.2 eV
**Lowest unoccupied orbital energy**: 0.61 eV
**Highest occupied orbital energy**: -9.578 eV



# 9
A 2-piece molecular cluster, C3H4Si overall in a non-equilibrium geometry. Source: the OMol25 dataset; level of theory: ωB97M-V/def2-TZVPD.

Atoms and positions in Å:
C1 0.06 -1.29 1.83
C2 -0.99 1.07 -0.40
C3 -0.46 1.38 -1.43
Si1 0.90 -0.94 0.38
H1 0.45 -2.26 2.40
H2 -1.61 0.76 0.42
H3 0.20 1.62 -2.26
H4 1.46 -0.35 -0.94

Calculated values
**Total energy**: -11045.5066 eV
**Energy relative to the best compared isomer or geometry (same formula, charge and spin)**: 4.2638 eV
**HOMO-LUMO gap**: 8.1 eV
**Lowest unoccupied orbital energy**: -0.21 eV
**Highest occupied orbital energy**: -8.333 eV



# 10
C22H6F15GeN2NiO3S as an isolated structure. Source: the OMol25 dataset; level of theory: ωB97M-V/def2-TZVPD.

Atoms and positions in Å:
Ni1 0.28 -2.79 0.14
N1 -1.78 -2.99 0.34
C1 -2.08 -2.64 1.75
C2 -0.93 -3.11 2.66
O1 -1.19 -3.54 3.78
N2 0.26 -2.98 2.07
C3 1.38 -3.80 2.50
C4 1.87 -4.67 1.34
O2 2.64 -5.59 1.56
O3 1.42 -4.34 0.16
H1 -2.30 -2.41 -0.31
H2 -2.01 -3.96 0.16
H3 -3.00 -3.09 2.11
H4 -2.18 -1.55 1.82
H5 1.11 -4.43 3.35
H6 2.22 -3.18 2.82
F1 1.41 1.01 -3.77
C5 2.17 1.64 -2.87
C6 1.81 1.61 -1.53
C7 2.60 2.34 -0.67
F2 2.31 2.43 0.64
C8 3.72 3.05 -1.10
F3 4.46 3.74 -0.23
C9 4.05 3.04 -2.44
F4 5.12 3.72 -2.87
C10 3.27 2.33 -3.34
F5 3.58 2.35 -4.64
Ge1 0.25 0.49 -1.04
S1 0.53 -1.49 -1.81
C11 -1.31 1.41 -1.88
C12 -1.27 2.68 -2.44
F6 -0.15 3.43 -2.36
C13 -2.34 3.27 -3.08
F7 -2.24 4.49 -3.60
C14 -3.54 2.57 -3.17
F8 -4.58 3.12 -3.78
C15 -3.63 1.31 -2.61
F9 -4.79 0.65 -2.67
C16 -2.53 0.77 -1.98
F10 -2.71 -0.44 -1.41
C17 -0.01 0.57 0.92
C18 -1.11 1.09 1.57
F11 -2.12 1.67 0.88
C19 -1.26 1.05 2.94
F12 -2.34 1.56 3.53
C20 -0.27 0.46 3.71
F13 -0.40 0.40 5.03
C21 0.85 -0.07 3.10
F14 1.79 -0.65 3.83
C22 0.96 0.00 1.73
F15 2.05 -0.53 1.16

Calculated values
**Total energy**: -181193.4745 eV
**Net charge**: -1
**<S²>**: 2.01
**2S+1**: 3
**Energy relative to the best compared isomer or geometry (same formula, charge and spin)**: 0.0000 eV
**HOMO-LUMO gap (alpha / beta)**: 7.4 / 7.5 eV
**Lowest unoccupied orbital energy (alpha / beta)**: 1.97 / 1.96 eV
**Highest occupied orbital energy (alpha / beta)**: -5.448 / -5.562 eV



# 11
A 2-piece molecular cluster, C5H14N2O2 overall. Source: the OMol25 dataset; level of theory: ωB97M-V/def2-TZVPD.

Atoms and positions in Å:
C1 -0.98 -1.41 0.95
C2 -0.01 -1.43 -0.25
C3 -2.43 -1.44 0.46
N1 1.33 -0.96 0.09
O1 -0.73 -0.29 1.77
H1 -0.91 0.50 1.23
H2 -0.78 -2.28 1.60
H3 1.22 -0.28 0.84
H4 1.86 -1.73 0.49
H5 0.04 -2.43 -0.69
H6 -0.41 -0.75 -1.01
H7 -2.60 -2.30 -0.17
H8 -2.62 -0.53 -0.11
H9 -3.11 -1.47 1.31
C4 1.65 2.27 0.16
C5 0.51 1.75 -0.68
N2 0.85 1.47 -1.96
O2 -0.63 1.62 -0.27
H10 0.16 1.05 -2.56
H11 1.81 1.44 -2.24
H12 1.34 2.33 1.20
H13 2.52 1.62 0.07
H14 1.92 3.27 -0.18

Calculated values
**Total energy**: -12487.9653 eV
**Energy relative to the best compared isomer or geometry (same formula, charge and spin)**: 0.3627 eV
**HOMO-LUMO gap**: 10.0 eV
**Lowest unoccupied orbital energy**: 0.90 eV
**Highest occupied orbital energy**: -9.093 eV



# 12
A 2-piece molecular cluster, C6H10BNOS overall in a non-equilibrium geometry. Source: the OMol25 dataset; level of theory: ωB97M-V/def2-TZVPD.

Atoms and positions in Å:
B1 0.02 -0.87 0.16
C1 4.78 0.24 -1.15
C2 3.39 0.07 -1.51
C3 4.99 0.09 0.15
C4 2.58 -0.27 -0.51
C5 -3.30 0.71 -0.34
C6 -2.43 -0.29 0.55
N1 -1.01 0.04 0.32
O1 0.05 -2.20 0.23
S1 3.50 -0.31 0.95
H1 5.49 0.42 -1.90
H2 3.14 0.10 -2.59
H3 5.91 0.31 0.75
H4 -4.33 0.33 -0.19
H5 -3.33 1.79 -0.21
H6 -2.78 0.66 -1.33
H7 -2.71 -0.11 1.65
H8 -2.73 -1.43 0.28
H9 -0.92 0.96 0.35
H10 0.73 -2.81 0.20

Calculated values
**Total energy**: -21430.9582 eV
**Energy relative to the best compared isomer or geometry (same formula, charge and spin)**: 0.8546 eV
**HOMO-LUMO gap**: 8.5 eV
**Lowest unoccupied orbital energy**: 0.36 eV
**Highest occupied orbital energy**: -8.166 eV